No. 1
Computed, not measured: a molecular structure, C13H23MnN9O2S, with ωB97M-V/def2-TZVPD.

* calculated total energy: -73498.7396 eV
* energy relative to the best compared isomer or geometry (same formula, charge and spin): 34.7 kJ/mol
* largest force on an atom: 0.019 Eh/bohr
* multiplicity: 2
* total charge: +2
* orbital gap (alpha / beta): 0.3476 / 0.3260 Eh
* HOMO level (alpha / beta): -0.56598 / -0.54461 Ha

```
49
Properties=species:S:1:pos:R:3:forces:R:3
H 0.00961 -2.80430 -2.62376 0.021 0.009 0.017
H -2.10404 0.68945 -3.48820 -0.018 -0.021 0.000
N -0.52514 0.52947 -2.05232 0.003 -0.044 0.015
N 1.87926 -0.80268 1.76779 -0.034 0.025 0.111
H 1.93615 -1.13980 4.25549 0.010 -0.023 -0.026
C 1.26072 2.97863 0.26430 0.001 -0.009 -0.018
H -2.01554 1.96413 -2.28781 0.012 -0.011 -0.012
N 0.03962 2.45629 0.07165 -0.223 -0.025 0.142
H -2.65400 -0.91924 1.63160 -0.038 -0.012 -0.054
N -2.96548 6.14052 -0.02863 0.012 -0.008 -0.013
O -1.92520 1.41093 2.31343 0.150 -0.123 0.156
H 2.50660 4.68860 0.55803 0.000 -0.003 -0.002
C 0.43164 5.21327 0.34654 -0.009 -0.012 -0.009
H -0.12775 -0.58859 -3.82649 -0.035 -0.027 -0.005
C -0.55905 -1.96244 -2.23249 -0.013 -0.028 -0.034
C 0.02634 -0.65729 -2.74619 0.001 0.023 0.059
H 1.94050 -1.09517 -0.17769 0.069 -0.024 -0.005
C -2.00789 5.51299 0.04957 -0.046 0.031 0.025
C -2.91557 -1.05858 0.58305 0.030 -0.043 0.107
H -1.58858 -2.10233 -2.55332 0.010 0.000 0.017
H -4.00200 -1.17337 0.53732 -0.003 0.012 -0.034
C -0.83833 4.68685 0.13910 0.036 -0.020 -0.010
N -1.08503 0.75808 2.90464 0.080 0.214 -0.060
H -3.06877 -0.86079 -1.88736 0.014 0.012 -0.008
C 0.91682 -0.43506 2.64772 0.031 -0.123 -0.058
Mn -0.38047 0.36731 0.03826 0.858 -0.464 -0.212
C -1.91660 0.88724 -2.43013 0.004 0.054 0.044
N 1.85603 -0.30382 0.45342 -0.183 0.119 -0.084
C -0.98443 3.31253 0.01141 -0.025 -0.051 0.013
H -2.27904 -3.10977 0.80383 0.029 0.016 0.015
S -0.51008 -2.04659 -0.40234 -0.112 0.004 -0.046
C -2.25413 -2.32578 0.04944 -0.032 0.004 -0.019
H 2.08410 2.28132 0.29855 0.007 0.015 0.041
N -0.12354 0.18457 2.08246 -0.589 0.218 -0.028
H -3.90455 0.64501 -1.64283 -0.002 0.001 -0.013
H 2.68301 -1.32687 2.07856 0.017 0.011 0.001
H 2.67724 0.28089 0.31828 -0.034 0.037 -0.040
H 1.10618 -0.64543 -2.58147 -0.002 -0.014 -0.008
N 1.07085 -0.74777 3.91934 0.340 -0.106 0.011
H 0.35702 -0.47848 4.58213 0.007 -0.005 -0.057
H -1.97123 2.89702 -0.13372 -0.013 0.012 0.021
O -1.04669 0.60502 4.10533 -0.312 0.104 0.099
H 0.57471 6.27987 0.45458 -0.008 0.002 -0.001
N -2.47043 0.15031 -0.14425 0.004 0.357 -0.041
H -2.75283 -2.72962 -0.82973 0.015 0.001 -0.009
H -2.88567 0.93809 0.34473 -0.026 -0.029 0.038
H 0.05310 1.31684 -2.32943 0.035 -0.013 -0.013
C -2.92842 0.16503 -1.55706 -0.048 -0.031 0.010
C 1.49806 4.33232 0.40536 0.005 -0.015 -0.021
```
Forces are in eV/Å.

---

No. 2
Computed, not measured: a molecular structure, C13H23N2O2OsP at a distorted geometry, with ωB97M-V/def2-TZVPD.

* calculated total energy: -32660.8302 eV
* energy relative to the best compared isomer or geometry (same formula, charge and spin): 105.1 kJ/mol
* largest force on an atom: 0.114 Eh/bohr
* multiplicity: 5
* total charge: +2
* orbital gap (alpha / beta): 0.3100 / 0.2247 Eh
* HOMO level (alpha / beta): -0.56662 / -0.58336 Ha

```
42
Properties=species:S:1:pos:R:3:forces:R:3
O -4.03498 0.80485 0.26800 2.017 -1.865 1.561
C 2.32853 -0.07465 2.34099 0.059 -0.130 -0.148
C 1.26096 1.79423 -2.39424 0.758 -0.069 -0.103
H -2.15154 -2.25212 1.65525 -0.544 -0.136 0.496
P -0.26288 -2.52865 0.45447 5.356 -1.750 -1.611
N -0.05935 2.36196 -2.34083 -0.275 -2.081 1.895
H 0.92194 -2.64307 2.58173 0.125 0.541 -0.261
H -0.39644 3.47935 0.86371 -0.200 -0.499 -0.201
O -3.51196 0.00967 2.27765 1.042 -0.008 -2.616
H 1.35095 -3.17072 -1.28671 -0.354 0.143 0.101
H 2.08544 -2.64920 1.26089 -0.355 0.250 0.054
H 0.20534 -4.90236 0.70317 -0.111 0.319 -0.036
H 1.15224 -1.39777 -1.22588 -0.199 -0.219 0.113
H -1.47806 2.15265 0.42944 0.198 0.078 -0.087
C 2.46077 1.30948 2.36580 0.067 -0.450 -0.215
H -2.00949 2.08854 -2.94353 0.066 -0.380 -0.146
H -1.49906 -4.49336 1.07510 0.127 -0.290 -0.052
C -0.65668 -4.29045 0.40959 -0.799 0.035 0.301
H -1.26943 0.62283 -2.21857 0.286 0.418 -0.084
H 3.01222 -0.75752 2.85553 -0.089 0.532 -0.049
C -0.46832 2.55173 0.26523 -0.239 -0.100 0.537
C -1.09082 1.49560 -2.87960 -0.442 0.577 -1.043
H -0.12495 -2.41060 -1.96929 0.210 -0.043 -0.083
H -2.53430 -2.09239 0.86699 -1.335 -0.753 -0.514
C -0.47972 3.13863 -1.18834 -0.554 1.334 -1.006
H -0.77911 1.14456 -3.87626 -0.204 0.028 0.384
H 3.26995 1.76226 2.94004 -0.315 -0.013 -0.172
C 1.15576 -2.16055 1.61102 -0.240 -1.211 -0.067
C 1.27596 -0.65816 1.63383 0.043 0.398 0.326
C 0.30265 0.14380 0.98215 0.794 1.030 -0.148
Os -1.47680 -0.81295 1.05761 -2.080 1.791 0.794
H 1.85896 2.25423 -3.19307 -0.107 0.063 0.070
C 1.57786 2.09341 1.61236 0.125 0.235 -0.197
H 1.79154 1.91530 -1.44179 -0.173 0.200 -0.230
C 0.62058 -2.35575 -1.17038 -0.448 0.193 0.170
H 1.16866 0.72597 -2.63102 0.081 0.295 -0.027
H -0.94369 -4.54400 -0.61945 0.012 0.035 0.284
H -1.54822 3.33399 -1.40191 0.637 0.319 0.300
N -3.29348 0.15221 1.00957 -3.157 2.621 0.975
H 1.69036 3.17626 1.63645 0.068 -0.160 0.022
C 0.52873 1.56895 0.85662 0.171 -0.649 0.575
H 0.04990 4.11383 -1.23231 -0.022 -0.630 0.139
```
Forces are in eV/Å.

---

No. 3
Computed, not measured: a gas-phase ion, C13H23N2O3 (charge +1) at a distorted geometry, with ωB97M-V/def2-TZVPD.

* calculated total energy: -22969.0541 eV
* energy relative to the best compared isomer or geometry (same formula, charge and spin): 191.9 kJ/mol
* largest force on an atom: 0.092 Eh/bohr
* structure (SMILES): CC[N+](C)(CC)CC(=O)CCN1C(=O)CCC1=O
* total charge: +1
* orbital gap: 0.3394 Eh
* HOMO level: -0.45431 Ha

```
41
Properties=species:S:1:pos:R:3:forces:R:3
C 4.56458 0.82791 1.58153 -1.017 -0.431 -0.324
O -5.09222 0.13088 0.74925 0.685 -0.745 -0.920
H 1.96312 -1.83148 0.14517 0.457 0.141 0.067
C 1.48148 0.66793 1.31956 0.620 0.553 1.627
C 1.89689 0.05574 -1.05201 -2.469 -2.207 -1.418
H 2.60378 0.03416 -1.86955 0.843 0.138 0.379
O -1.82775 -1.20930 -1.90775 -0.442 -0.734 -0.280
H 0.39500 -1.53340 -0.43740 0.419 0.417 -0.809
H 2.69863 2.76776 0.66217 -0.437 0.129 0.266
C -4.21154 -2.00482 -1.90219 -0.431 1.186 0.570
C 0.01324 0.98023 1.16830 -1.583 1.505 -0.268
H 1.40601 2.67313 -0.53976 0.232 -0.570 0.118
H 1.62280 -0.28669 1.76650 0.205 -1.171 -0.281
H 3.71994 -0.80732 0.47898 -0.567 0.282 -0.654
C 2.37944 2.26352 -0.24676 0.365 1.917 1.006
H -0.91890 -1.08924 1.10189 0.272 0.687 0.429
H 4.05792 0.73675 2.58472 -0.070 0.116 -1.231
H 3.14881 2.62334 -0.91002 0.243 -0.898 -0.944
H -4.51753 -1.60210 -2.86248 0.839 -0.185 -0.467
H -2.82005 1.18588 0.84115 -0.331 -0.453 -0.297
H 5.47543 0.17701 1.77067 -0.806 1.167 -0.916
H -1.52711 0.15719 2.28542 0.247 -0.535 0.042
C -1.14422 -0.01671 1.27120 0.481 -1.076 0.199
H 4.24010 0.54927 -0.62940 0.152 -0.392 0.570
N -3.13203 -0.55560 -0.23222 -3.835 -2.487 -0.595
H 4.72449 1.89789 1.36902 0.703 -0.550 0.511
H 1.80409 1.34464 2.18264 0.010 -0.423 -1.699
C -2.92431 -1.27405 -1.37514 1.860 -0.069 -1.482
C -5.35586 -1.52816 -0.96604 0.562 -1.052 0.421
C 3.72920 0.27368 0.30618 2.394 0.538 2.371
H 1.74147 -1.99549 -1.52266 -0.090 -0.973 -1.217
C -4.55811 -0.59286 -0.07823 -1.569 2.516 3.688
O -0.29347 2.16363 1.10962 0.471 -1.061 -0.230
C 1.45625 -1.39539 -0.71190 -0.194 0.761 1.476
H -1.83836 0.87738 -0.48046 1.322 1.287 -2.183
C -2.25030 0.40196 0.32592 -1.184 1.116 1.344
H 1.05429 0.49872 -1.56828 -0.491 0.639 0.477
H -5.85854 -2.37977 -0.33772 1.008 1.782 -1.080
N 2.35612 0.82958 0.08426 -0.121 0.126 0.977
H -4.11213 -3.07341 -1.96010 0.358 -0.325 -0.059
H -6.15068 -0.94238 -1.51408 0.887 -0.665 0.815
```
Forces are in eV/Å.

---

No. 4
Computed, not measured: a molecular structure, C13H23N5O at a distorted geometry, with ωB97M-V/def2-TZVPD.

* calculated total energy: -23345.3817 eV
* energy relative to the best compared isomer or geometry (same formula, charge and spin): 369.3 kJ/mol
* largest force on an atom: 0.254 Eh/bohr
* orbital gap: 0.3135 Eh
* HOMO level: -0.31063 Ha

```
42
Properties=species:S:1:pos:R:3:forces:R:3
H 4.70277 0.78500 1.72802 -1.121 0.382 -1.504
H -0.51218 -1.14751 -0.68421 0.509 0.791 2.305
C -2.07073 6.41590 0.59441 -0.624 2.232 -3.448
H -2.29768 0.97813 0.86624 1.643 -0.571 -0.673
C 0.68983 -3.93000 -2.52337 3.212 -0.007 2.630
C -0.77515 -0.82907 0.38659 4.813 1.584 2.799
C -4.36692 -1.26563 -2.49797 0.819 0.015 0.591
C -3.19289 -1.28670 -1.55442 3.088 -0.009 2.424
N -2.24955 -1.30218 -0.79826 -10.646 -1.209 -7.472
H -4.01672 -1.33918 -3.52978 0.008 0.028 0.141
H -1.55321 -1.49488 0.91596 2.551 0.915 -0.123
H -1.04267 -2.99019 -3.35469 0.138 -0.081 0.082
H -5.02917 -2.10744 -2.28569 0.137 0.088 0.049
H -1.32735 6.22176 2.59159 -0.064 -0.016 -0.155
H 2.90763 -0.74183 2.44711 0.345 -1.596 -1.191
H -0.94108 1.28097 -0.44458 -0.745 -0.653 1.775
C -0.23845 1.38053 1.72129 0.669 0.044 0.654
O 0.02244 2.59735 2.00125 -1.332 -5.252 -0.948
H -1.24929 4.72993 1.62626 -0.037 0.084 -0.006
C 3.74493 -0.75939 0.36306 -0.520 1.282 0.516
N 1.62152 -3.93871 -1.76940 -4.337 0.096 -3.446
N 1.54519 -1.88877 1.26047 0.439 1.237 0.347
H 1.03995 0.23548 3.04663 -0.502 0.252 -0.705
H 3.61855 -2.42460 1.91040 -1.375 1.245 -0.330
H 4.36426 1.44601 -0.05975 -0.319 -1.074 1.631
H -4.92435 -0.33448 -2.37675 0.128 -0.091 0.035
C -1.85019 5.61466 1.84982 -0.113 0.503 -0.892
N -2.24645 7.05403 -0.40546 0.805 -2.964 4.623
C 3.98375 0.80370 0.82593 -0.457 -0.834 -0.599
H -2.81035 5.29784 2.26215 0.079 0.089 -0.116
C -1.21429 0.74838 0.55369 1.092 0.699 -0.465
H 3.01900 -0.74096 -0.54286 1.455 -0.247 1.353
N 0.30387 0.11265 2.33112 0.420 2.200 -0.555
C -0.48013 -3.91903 -3.47022 0.793 -0.020 0.620
H 1.52516 -2.51604 0.43455 -0.228 0.810 0.621
C 0.70396 -0.67697 1.08806 -1.341 1.168 -0.772
C 2.98063 -1.52257 1.59029 0.351 0.919 -0.505
H -1.13875 -4.76340 -3.25680 0.142 0.084 0.043
H -0.12557 -3.99518 -4.50014 0.041 0.003 0.164
H 2.95552 1.24117 1.12286 1.751 -0.632 -0.241
H 1.16012 0.19143 0.44261 0.060 -2.025 0.414
H 4.76404 -1.22023 0.09397 -1.724 0.531 0.333
```
Forces are in eV/Å.

---

No. 5
Computed, not measured: 2 unconnected molecules or ions with the total composition C13H23N5O2PS at a distorted geometry, with ωB97M-V/def2-TZVPD.

* calculated total energy: -45507.6807 eV
* largest force on an atom: 0.157 Eh/bohr
* total charge: +1
* orbital gap: 0.2243 Eh
* HOMO level: -0.35176 Ha

```
45
Properties=species:S:1:pos:R:3:forces:R:3
O 0.20100 2.38985 0.78072 0.223 -1.794 0.730
H -2.98386 0.01589 2.28835 1.678 0.899 1.371
N 0.25563 -3.66099 -2.84835 -0.059 -0.074 -0.032
H 1.39025 -6.72569 -2.83306 -0.089 0.169 -0.019
C 1.88858 0.96818 -2.49950 -0.752 -3.069 1.602
C 1.20159 -4.57315 -2.45870 0.017 -0.030 -0.023
O 0.53895 1.42681 -2.90481 2.310 -5.181 3.455
H -3.17247 2.46862 0.55202 1.948 -1.141 -1.102
H -0.77464 0.48780 0.89161 -0.582 2.332 0.361
H 3.67828 4.25452 1.91428 -0.013 -1.105 0.578
N 1.94184 -0.36042 -1.76264 -3.655 6.229 -3.638
H -1.30058 -0.43723 3.06697 -1.898 1.348 -0.015
H 0.95501 0.20776 3.10524 -0.186 2.697 -0.225
C 1.04800 1.38434 2.93141 2.564 -1.861 0.525
H -0.92662 -6.38763 -4.20771 0.091 0.140 0.089
H -2.66886 0.38937 4.11781 0.994 0.079 -1.998
C -1.04630 1.64019 1.04328 0.096 -1.176 -0.040
H 1.94476 1.72263 3.63298 -1.757 -0.415 -1.787
P 3.04953 2.41264 0.94726 0.661 1.982 1.307
C 0.84212 -5.80186 -2.96565 0.278 0.127 0.226
H -1.54907 -3.74570 -3.98948 0.132 -0.121 0.033
H 2.91581 3.26689 -0.24108 -0.300 -1.195 0.691
H -0.38565 1.71632 4.44583 0.427 0.448 -1.429
C -2.17164 0.35667 3.05887 0.998 0.104 0.304
H -2.51255 -0.35876 -0.11624 -0.543 1.763 -1.358
N 3.57265 3.25977 2.22317 -0.787 -0.069 -1.862
S -2.15244 0.35915 -2.51174 1.715 0.075 0.734
C -0.70685 -4.29480 -3.59027 0.024 -0.066 -0.041
H -0.07100 3.12146 3.57938 0.184 -1.476 -0.524
H -3.97932 0.64303 -0.74691 2.399 -0.300 -0.756
H 3.98742 1.35882 0.53635 -1.319 0.441 0.257
C -2.26028 1.96120 -0.01571 -0.193 0.524 -0.008
C 1.33084 1.59152 1.33057 -0.804 -1.048 -0.113
H 2.04798 -4.27040 -1.85676 -0.122 -0.075 -0.121
C -1.45337 1.80111 2.62705 -2.438 -1.246 -1.027
C -0.28231 0.31709 -2.35307 3.336 -1.675 1.694
H 2.85590 1.59774 -2.72740 -2.494 -1.270 0.204
H 0.26581 -2.67475 -2.62284 0.009 -0.355 0.032
C -2.80378 0.57452 -0.76723 0.171 0.578 2.211
N 0.58760 -0.75194 -1.68855 -1.721 5.274 -2.850
C -0.36561 -5.62570 -3.68230 -0.311 0.207 -0.118
H 1.40489 0.50882 0.83426 -0.585 2.199 0.906
H -1.91117 2.75193 -0.83223 -0.554 -1.786 1.836
H -2.23622 2.64174 2.85295 1.775 -1.325 -0.622
N -0.18980 2.07262 3.46186 -0.871 0.238 0.560
```
Forces are in eV/Å.